31
Properties=species:S:1:pos:R:3:forces:R:3:nbo_charge:R:1 method="wB97M-V/def2-TZVPD" e_homo_ha=-0.333 total_energy_ev=-151656.4208 lumo_ev=-3.3
O -2.76441 3.91606 -1.72557 1.8 -2.6 -1.3 -0.921
P -2.45394 3.15664 -3.24920 -2.0 0.7 0.7 1.018
Br -1.07449 4.57592 -4.33972 0.0 -0.6 0.6 -0.185
C -1.61302 1.51334 -2.82992 3.0 -3.3 1.7 -0.429
C -2.47225 0.20619 -2.66527 3.9 1.9 0.3 0.082
N -1.78400 -0.99314 -2.30611 -2.5 2.6 -0.9 -0.256
N -0.50225 -1.21410 -2.06362 1.8 3.6 -0.8 -0.090
C 0.37631 -0.13167 -2.20468 -1.6 1.4 -0.3 0.036
C -0.05635 1.34425 -2.58912 -3.6 -2.9 0.5 0.252
N 0.87861 2.46892 -2.69624 0.7 -3.1 -4.6 -0.500
C 1.45292 2.29218 -3.86729 -0.3 -0.1 -0.2 0.274
S 2.05682 2.02189 -5.39378 -1.7 1.0 4.7 0.193
H -2.30645 3.31746 -1.07702 -0.5 1.2 -0.2 0.499
H -3.60938 0.23178 -2.81139 2.0 -0.4 0.3 0.280
H -2.40238 -1.82726 -2.22004 0.9 0.7 0.1 0.445
H 1.48853 -0.29058 -1.98929 -2.0 -0.1 -0.2 0.291
C 1.80757 -0.50433 5.22149 0.5 -1.1 1.8 0.709
F 2.14934 0.54071 5.99903 -0.3 -0.1 -0.8 -0.312
F 2.87028 -1.33977 5.20893 -0.4 0.4 -0.4 -0.320
F 0.82420 -1.16478 5.87289 0.1 0.4 -0.5 -0.320
S 1.30504 -0.00230 3.53932 0.4 2.3 0.6 2.215
O 2.47658 0.65407 2.98880 -0.7 -0.9 0.2 -0.923
O 0.15867 0.86359 3.74413 0.5 -1.0 -0.2 -0.924
N 0.99557 -1.46109 2.99244 -0.3 0.6 -1.0 -1.173
S 0.49464 -1.46925 1.49333 -0.3 0.2 -0.8 2.224
O 1.47887 -1.11649 0.48057 -0.4 -0.2 0.5 -0.960
O -0.83984 -0.94127 1.25520 0.6 -0.3 0.1 -0.955
C 0.30497 -3.27832 1.33631 0.1 -2.1 0.6 0.709
F -0.57755 -3.77830 2.22788 0.2 0.6 -0.4 -0.315
F 1.46447 -3.93426 1.55462 -0.4 0.6 -0.2 -0.313
F -0.12709 -3.65609 0.11331 0.1 0.7 0.2 -0.329